145
Properties=species:S:1:pos:R:3:mulliken_charge:R:1 method="wB97M-V/def2-TZVPD" homo_ev=-10.6 lumo_ev=-4.314 charge=+1 homo_lumo_gap_ha=0.2294 total_energy_ha=-8306.47633 molar_mass_da=1046.7
C 2.258 3.179 -5.142 -0.527
C 2.930 1.741 -4.779 -0.550
C 1.831 0.565 -4.771 0.069
N 1.427 0.098 -3.408 0.208
C 1.044 1.200 -2.527 -1.517
C -0.298 2.016 -2.657 0.444
C -1.330 1.594 -3.820 0.532
O -1.949 2.424 -4.521 -0.551
O -1.526 0.197 -3.973 -0.021
C -2.020 -0.150 -5.271 0.134
Br -1.268 0.409 -7.003 -0.073
C -3.153 -1.018 -5.306 0.295
C -3.840 -1.563 -6.645 -1.053
Br -3.903 -1.628 -3.586 -0.155
C -0.548 3.171 -1.662 0.047
C -1.843 4.087 -1.734 -1.998
C -3.013 3.650 -0.671 0.650
C -3.598 5.024 -0.077 -1.410
O -3.945 2.860 -1.437 -0.203
C -5.260 2.791 -0.845 -0.614
C -5.303 2.261 0.659 0.890
C -6.150 3.125 1.667 -0.483
C -6.352 2.775 3.156 -0.447
C -5.696 1.478 3.689 -0.438
C -4.846 0.622 2.715 -0.590
C -4.633 0.978 1.199 -0.265
C 0.542 3.470 -0.569 0.832
P 0.131 4.935 0.593 0.419
N 0.285 6.302 -0.267 -0.775
N 1.782 2.693 -0.474 0.818
C 2.737 3.073 0.633 -0.129
B 3.690 4.344 0.186 0.669
O 4.651 4.910 1.092 -0.534
O 3.498 4.803 -1.184 -0.503
C 2.073 1.611 -1.406 0.572
C 3.456 0.771 -1.349 -1.179
C 3.485 -0.323 -0.171 -0.758
C 2.138 -1.180 -0.006 0.356
C 2.368 -2.783 -0.187 -0.624
O 2.133 -3.502 1.052 -0.237
C 1.818 -4.863 0.812 0.572
C 1.071 -5.668 2.001 -0.657
O 2.098 -5.516 -0.218 -0.542
H 2.221 3.806 -4.188 0.117
H 2.857 3.680 -5.993 0.174
H 1.185 3.092 -5.527 0.205
H 3.588 1.789 -3.850 0.070
H 3.636 1.510 -5.663 0.566
H 0.894 0.983 -5.280 -0.430
H 2.289 -0.320 -5.356 0.461
H 0.734 -0.661 -3.429 0.363
H -4.233 -2.619 -6.385 0.331
H -3.076 -1.738 -7.492 0.368
H -4.700 -0.901 -7.004 0.262
H -1.608 5.204 -1.542 0.619
H -2.369 4.074 -2.761 0.534
H -2.469 3.054 0.149 0.226
H -4.101 4.773 0.922 0.225
H -2.765 5.783 0.184 0.605
H -4.311 5.453 -0.858 0.322
H -5.852 2.019 -1.473 0.091
H -5.873 3.768 -0.946 0.270
H -6.653 4.088 1.287 0.277
H -6.997 3.464 3.814 0.322
H -5.876 1.217 4.785 0.338
H -4.393 -0.339 3.160 0.329
H -4.026 0.304 0.501 0.401
H 1.031 5.056 1.696 0.168
H -1.189 4.757 1.112 0.054
H 0.990 6.888 0.214 0.245
H 3.471 2.218 0.878 0.155
H 2.177 3.272 1.623 -0.587
H 5.241 4.153 1.333 0.329
H 4.300 4.569 -1.713 0.269
H 4.301 1.530 -1.123 0.336
H 3.714 0.286 -2.348 0.460
H 4.323 -1.071 -0.449 0.507
H 3.847 0.166 0.812 0.239
H 1.302 -0.909 -0.731 -0.142
H 1.785 -1.041 1.087 0.028
H 1.581 -3.163 -0.942 0.339
H 3.385 -3.028 -0.642 0.240
H -0.028 -5.867 1.773 0.306
H 1.675 -6.646 2.109 0.213
H 1.150 -5.119 3.001 0.155
C 2.309 6.943 -5.675 -1.155
C 3.759 6.554 -5.919 0.674
C 4.689 7.744 -5.743 -1.460
O 3.894 6.038 -7.242 -0.572
H 1.984 7.708 -6.387 0.391
H 1.652 6.081 -5.817 0.229
H 2.169 7.327 -4.661 0.346
H 4.047 5.757 -5.227 0.134
H 4.447 8.538 -6.457 0.354
H 5.726 7.453 -5.933 0.367
H 4.620 8.153 -4.731 0.354
H 3.642 6.736 -7.861 0.363
C 2.174 -5.665 7.274 -1.370
C 2.084 -6.533 6.029 0.463
C 3.048 -7.707 6.101 -1.264
O 2.383 -5.744 4.878 -0.441
H 3.179 -5.246 7.386 0.356
H 1.484 -4.819 7.203 0.328
H 1.934 -6.238 8.173 0.378
H 1.062 -6.904 5.913 0.253
H 4.083 -7.358 6.172 0.316
H 2.981 -8.315 5.195 0.297
H 2.833 -8.341 6.965 0.401
H 3.286 -5.411 4.971 0.280
C -7.757 -0.640 -1.000 -0.828
C -8.893 0.181 -1.589 0.375
C -9.961 -0.712 -2.201 -1.360
O -8.376 1.057 -2.590 -0.542
H -7.266 -1.239 -1.774 0.264
H -6.991 0.016 -0.575 0.011
H -8.118 -1.310 -0.216 0.418
H -9.338 0.805 -0.809 0.285
H -9.547 -1.314 -3.016 0.339
H -10.766 -0.109 -2.630 0.331
H -10.390 -1.385 -1.454 0.371
H -7.980 0.514 -3.285 0.351
C 5.596 -12.218 5.592 -1.359
C 4.471 -11.409 4.967 0.621
C 3.425 -12.313 4.333 -1.253
O 5.008 -10.538 3.974 -0.539
H 6.111 -12.820 4.836 0.341
H 6.346 -11.556 6.033 0.336
H 5.218 -12.885 6.371 0.360
H 4.001 -10.782 5.730 0.155
H 3.864 -12.918 3.534 0.322
H 2.628 -11.718 3.878 0.319
H 2.980 -12.983 5.074 0.362
H 5.426 -11.083 3.294 0.344
C 0.349 3.187 5.962 -1.335
C 0.265 2.335 4.706 0.263
C 1.236 1.165 4.764 -1.097
O 0.562 3.141 3.564 -0.439
H 1.352 3.611 6.080 0.357
H -0.345 4.030 5.901 0.317
H 0.111 2.601 6.853 0.413
H -0.754 1.960 4.583 0.313
H 2.269 1.519 4.841 0.300
H 1.173 0.568 3.850 0.161
H 1.024 0.519 5.619 0.428
H 1.463 3.478 3.663 0.240